No. 1
# CH8O5

A 4-piece molecular cluster, CH8O5 overall (wB97M-V/def2-TZVPD, OMol25).

XYZ file:
```
14
Properties=species:S:1:pos:R:3
O 2.4470 -2.6981 0.2155
C 1.6861 -2.1489 1.0029
O 1.5325 -0.7711 1.0094
H 1.4684 -2.5836 1.9413
H 0.6537 -0.4274 1.3089
O 0.6151 2.4011 2.0735
H 0.9579 3.0852 1.5102
H 0.5335 1.6706 1.4298
O -3.2816 0.8839 -0.1718
H -3.4073 -0.0534 0.1202
H -3.0352 1.3922 0.5555
O 0.1240 -0.4569 -3.9503
H 0.2346 -0.5705 -3.0587
H -0.5288 0.2769 -3.9865
```

Computed properties:
* HOMO-LUMO gap: 11.059 eV
* total charge: 0
* SMILES: O=CO.O.O.O
* DFT total energy: -11403.139 eV
* molecular weight: 100.1 g/mol
* energy above the lowest of the compared OMol25 structures with the same formula, charge and spin: 41.8 kcal per mole
* HOMO: -11.28 eV

Calculated atomic charges, method Mulliken, unit e: -0.4162 0.1942 -0.4106 0.3007 0.3212 -0.5991 0.3220 0.2876 -0.6373 0.3256 0.3115 -0.6166 0.2893 0.3277


No. 2
# CH8O5

A 4-piece molecular cluster, CH8O5 overall (wB97M-V/def2-TZVPD, OMol25).

XYZ file:
```
14
Properties=species:S:1:pos:R:3
O 1.8364 0.6226 -0.0913
C 2.6083 -0.0957 -0.7114
O 2.3087 -1.3820 -0.9545
H 3.5191 0.3918 -1.1032
H 1.3344 -1.4335 -1.0288
O -0.4657 -1.1908 -0.8326
H -0.9734 -1.0556 -0.0189
H -1.1155 -1.3986 -1.5162
O -2.5802 -0.3988 1.3734
H -2.6876 -0.4410 2.3307
H -1.9437 0.3084 1.1838
O -0.8039 1.9486 0.7930
H -1.1852 2.1704 -0.0655
H 0.1483 1.9541 0.6415
```

Computed properties:
* HOMO-LUMO gap: 11.204 eV
* total charge: 0
* SMILES: O=CO.O.O.O
* DFT total energy: -11404.651 eV
* molecular weight: 100.1 g/mol
* energy above the lowest of the compared OMol25 structures with the same formula, charge and spin: 6.9 kcal per mole
* HOMO: -10.62 eV

Calculated atomic charges, method Mulliken, unit e: -0.4895 0.1688 -0.4416 0.3280 0.4433 -0.6503 0.3255 0.3000 -0.6705 0.3237 0.3643 -0.6599 0.3222 0.3361


No. 3
# CH8O5

A 4-piece molecular cluster, CH8O5 overall (wB97M-V/def2-TZVPD, OMol25).

XYZ file:
```
14
Properties=species:S:1:pos:R:3
O -1.5042 -1.3968 1.4194
C -1.1479 -1.3446 0.2694
O 0.1160 -1.3018 -0.1184
H -1.8072 -1.3944 -0.6023
H 0.6985 -1.1045 0.6416
O 0.7604 -0.3620 2.5026
H -0.1764 -0.5906 2.6115
H 1.0179 0.2887 3.1596
O 1.8228 0.9117 -2.6866
H 1.4199 0.0395 -2.6644
H 1.1479 1.5074 -2.3579
O -0.7084 1.2731 -0.9971
H -0.9673 1.2414 -0.0636
H -0.6720 2.2328 -1.1138
```

Computed properties:
* HOMO-LUMO gap: 11.411 eV
* total charge: 0
* SMILES: O=CO.O.O.O
* DFT total energy: -11404.453 eV
* molecular weight: 100.1 g/mol
* energy above the lowest of the compared OMol25 structures with the same formula, charge and spin: 11.5 kcal per mole
* HOMO: -11.07 eV

Calculated atomic charges, method Mulliken, unit e: -0.5855 0.1566 -0.3342 0.3917 0.3591 -0.6651 0.3693 0.3000 -0.6219 0.3011 0.3198 -0.5971 0.3027 0.3035


No. 4
# CH9N2O

A 2-piece molecular cluster, CH9N2O overall (wB97M-V/def2-TZVPD, OMol25).

XYZ file:
```
13
Properties=species:S:1:pos:R:3
O -0.2127 -1.0662 -2.1656
H -1.1137 -0.9935 -2.5360
H 1.1571 -0.6909 -0.3731
H 0.2379 -1.7204 -2.7480
N 1.0953 0.2057 0.1176
C -0.4053 0.5977 0.5234
N -0.5677 0.2956 1.8937
H 1.5802 0.1442 1.0130
H 1.5753 0.9003 -0.4633
H -0.4479 1.6472 0.2648
H -0.9841 -0.0588 -0.1115
H -1.2566 -0.3878 2.1298
H -0.6579 1.1269 2.4552
```

Computed properties:
* HOMO-LUMO gap: 11.703 eV
* total charge: +1
* DFT total energy: -6204.413 eV
* molecular weight: 65.1 g/mol
* energy above the lowest of the compared OMol25 structures with the same formula, charge and spin: 4.7 kcal per mole
* HOMO: -14.97 eV

Calculated atomic charges, method Mulliken, unit e: -0.6214 0.3110 0.3262 0.3157 -0.3991 -0.2069 -0.5092 0.3652 0.3434 0.3614 0.2342 0.2451 0.2343


No. 5
# CH9N4

A 3-piece molecular cluster, CH9N4 overall (wB97M-V/def2-TZVPD, OMol25).

XYZ file:
```
14
Properties=species:S:1:pos:R:3
C -0.8311 -0.3069 0.1761
N -3.5458 0.3446 0.2259
N 3.0972 0.6877 0.1344
N 0.1866 -0.7670 -0.1096
N 1.3006 -1.2877 -0.4722
H -1.9276 -0.1457 0.2920
H -3.3491 1.3681 0.2303
H -4.3712 0.1603 0.7389
H 2.2833 1.2615 0.1424
H 3.9417 1.0640 -0.4117
H 3.2806 0.5435 1.1107
H -3.6102 -0.0314 -0.7630
H 2.1139 -0.6367 -0.4194
H 1.4311 -2.2543 -0.8748
```

Computed properties:
* HOMO-LUMO gap: 10.875 eV
* total charge: +1
* DFT total energy: -7134.426 eV
* molecular weight: 77.1 g/mol
* energy above the lowest of the compared OMol25 structures with the same formula, charge and spin: 99.8 kcal per mole
* HOMO: -14.57 eV

Calculated atomic charges, method Mulliken, unit e: -0.4189 -0.8805 -0.8723 0.3401 -0.5513 1.0406 0.3022 0.2364 0.2536 0.2579 0.2592 0.3261 0.4221 0.2847


No. 6
# CH9N6

A 3-piece molecular cluster, CH9N6 overall (wB97M-V/def2-TZVPD, OMol25).

XYZ file:
```
16
Properties=species:S:1:pos:R:3
C -0.4296 0.9160 0.7001
N 0.5428 1.6078 0.8880
N 1.5254 2.2881 0.6875
N 2.7066 2.1064 1.2221
N 0.5282 -0.5249 -1.5332
N -0.5811 -0.0791 -1.0660
N -2.2800 -2.1437 -0.3018
H -1.3801 0.8962 1.1843
H 2.8813 1.4276 1.9585
H 3.3256 2.9003 1.1308
H 1.1211 0.1278 -2.0340
H 0.8950 -1.4598 -1.3564
H -1.2098 -0.8423 -0.7053
H -3.2082 -1.7348 -0.2262
H -2.1224 -2.6968 0.5370
H -2.3148 -2.7887 -1.0853
```

Computed properties:
* HOMO-LUMO gap: 7.757 eV
* total charge: +1
* DFT total energy: -10111.926 eV
* molecular weight: 105.1 g/mol
* energy above the lowest of the compared OMol25 structures with the same formula, charge and spin: 103.0 kcal per mole
* HOMO: -12.05 eV

Calculated atomic charges, method Mulliken, unit e: -0.1014 0.4660 -0.4151 -0.2430 -0.1774 -0.2505 -0.9020 0.3215 0.2539 0.2828 0.2513 0.2281 0.4893 0.2661 0.2610 0.2694


> Which of these has the highest DFT total energy?

CH9N2O